[1]
C25H31N4O5S2 | wB97M-V/def2-TZVPD

Geometry as XYZ:
```
67
Properties=species:S:1:pos:R:3:forces:R:3
C -3.378952 -4.327900 1.804128 0.3 -0.4 0.5
N -3.878927 -3.551176 0.661154 0.4 0.0 -0.4
C -5.031432 -4.223063 0.050675 -0.5 -0.3 -0.3
H -5.861931 -4.259224 0.755809 0.1 0.1 0.1
H -5.352396 -3.703177 -0.847576 0.1 0.1 0.0
H -4.757771 -5.240180 -0.221848 0.1 0.0 0.0
C -4.161951 -2.153875 1.059485 -0.2 0.8 0.0
C -4.570402 -1.242912 -0.099076 0.2 -0.2 -0.1
H -5.578900 -1.476215 -0.440083 -0.1 0.1 0.0
H -4.590997 -0.222339 0.286302 -0.1 0.0 0.0
C -3.637397 -1.286827 -1.313190 -0.4 0.0 -0.1
N -2.242810 -1.006377 -0.987188 -0.2 -0.7 -0.2
C -1.350211 -2.031509 -0.923322 -0.1 0.0 0.0
O -1.748325 -3.194060 -0.775296 0.3 -0.1 0.0
C 0.081385 -1.722771 -1.072091 0.5 -0.1 -0.3
C 0.513170 -0.827406 -2.053269 -0.1 -0.3 0.1
C 1.864416 -0.580749 -2.203599 0.1 0.1 -0.1
C 2.770487 -1.218579 -1.376353 0.3 0.2 -0.1
C 2.358541 -2.133207 -0.426188 0.0 -0.1 0.1
C 1.010175 -2.400336 -0.281721 -0.1 0.1 -0.1
H 0.662989 -3.116612 0.447138 0.0 -0.1 0.1
H 3.102466 -2.628447 0.175989 0.0 -0.1 0.2
S 4.529697 -0.844829 -1.503675 -0.4 0.1 0.3
O 5.250926 -2.077759 -1.471150 0.0 -0.1 0.2
O 4.702500 0.053214 -2.606996 -0.1 0.1 0.1
N 4.714827 -0.086484 -0.034454 0.0 -0.5 -0.8
C 4.269057 1.288972 -0.007899 -0.5 0.5 0.0
C 4.008277 1.701404 1.439298 0.2 0.0 -0.2
C 5.271847 1.498129 2.272636 -0.2 -0.2 0.1
C 5.743190 0.050432 2.153678 0.1 0.2 -0.2
C 5.955285 -0.302554 0.684297 0.5 -0.5 0.3
H 6.220716 -1.351503 0.552928 0.2 0.1 0.1
H 6.759385 0.317896 0.264179 0.0 0.0 0.0
H 6.676682 -0.092625 2.697742 0.0 -0.1 0.0
H 4.989811 -0.615526 2.577588 0.0 -0.1 0.0
H 5.075705 1.745667 3.316835 0.1 0.1 0.0
H 6.055584 2.165513 1.909156 0.1 0.1 0.0
H 3.696316 2.746201 1.467787 -0.1 0.0 0.0
H 3.201442 1.085509 1.842475 -0.1 0.0 0.0
H 3.356695 1.350579 -0.605268 0.0 0.2 0.0
H 5.021057 1.949324 -0.461033 -0.1 0.0 0.0
H 2.237950 0.097028 -2.955172 0.0 0.1 -0.1
H -0.202788 -0.342626 -2.700981 0.0 0.1 0.0
C -1.919501 0.326428 -0.790660 0.8 1.1 0.7
N -2.574671 1.283294 -1.332760 -0.4 -0.9 -0.5
C -2.135666 2.505335 -0.925472 0.8 0.5 0.8
C -2.648627 3.728576 -1.378086 0.1 0.3 0.1
C -2.065444 4.850826 -0.856632 0.3 -0.3 0.3
C -1.010787 4.795602 0.080398 -0.3 -0.4 -0.3
C -0.493680 3.611034 0.541603 0.0 0.5 0.0
C -1.084474 2.464145 0.017989 -0.5 -0.2 -0.3
S -0.678666 0.812808 0.379252 -0.6 0.2 -0.3
H 0.309012 3.575021 1.256786 0.1 0.0 0.1
O -0.640617 6.055639 0.410424 0.2 -0.3 0.2
C -1.472332 6.925642 -0.333579 0.0 1.3 0.0
O -2.359189 6.150356 -1.113968 -0.2 -0.3 -0.2
H -0.853520 7.555381 -0.990199 -0.1 -0.2 0.1
H -2.045621 7.565123 0.354061 0.1 -0.2 -0.1
H -3.448038 3.766675 -2.095785 -0.1 0.0 -0.1
H -3.665714 -2.256784 -1.814267 0.0 0.1 0.0
H -3.955980 -0.517819 -2.020291 0.0 -0.2 0.0
H -3.253815 -1.759397 1.522231 0.0 -0.1 0.0
H -4.955248 -2.154131 1.811806 0.1 -0.1 0.0
H -3.058064 -3.490022 -0.051564 -0.5 0.0 0.4
H -3.104343 -5.328039 1.476054 0.0 0.0 -0.1
H -4.143917 -4.404361 2.576516 0.0 0.1 -0.1
H -2.496489 -3.850374 2.224285 0.0 0.1 -0.1
```
Forces are in eV/Å.

The total charge is +1. As for the SMILES: C[NH+](C)CCCN(C(=O)c1ccc(S(=O)(=O)N2CCCCC2)cc1)c1nc2cc3c(cc2s1)OCO3.

[2]
C4H8O2 | wB97M-V/def2-TZVPD

Geometry as XYZ:
```
14
Properties=species:S:1:pos:R:3:forces:R:3
O -0.488713 1.153983 -0.694968 -2.6 1.0 -0.4
O -0.700590 0.210105 1.501216 0.8 -1.9 -1.8
C -0.609626 1.352402 0.666636 -0.7 1.3 1.2
C 0.573583 0.399968 -1.070155 0.6 -1.8 -1.1
C -0.457013 -1.030952 0.713931 -0.9 0.7 2.1
C 0.483694 -0.950171 -0.370136 4.7 -0.8 -2.2
H 0.296190 1.929413 0.938414 -0.4 0.0 0.5
H -1.590158 1.892948 0.896396 1.5 -0.2 -0.8
H 1.510534 0.871117 -0.875958 0.9 0.7 0.4
H 0.540406 0.220250 -2.164592 -0.2 0.5 0.6
H -0.002279 -1.757818 1.375854 -0.9 -0.1 0.6
H -1.327115 -1.387186 0.214584 -1.5 -0.2 0.7
H 0.226675 -1.700057 -1.181012 0.4 0.5 1.3
H 1.544415 -1.203996 0.049787 -1.6 0.3 -1.1
```
Forces are in eV/Å.

The total charge is 0. As for the SMILES: C1COCOC1.

[3]
C18H25ClF3NNiO3S3 | wB97M-V/def2-TZVPD

Geometry as XYZ:
```
55
Properties=species:S:1:pos:R:3:forces:R:3
Ni 0.188517 0.417841 -0.201253 -0.7 -0.4 0.1
C 0.925647 3.295987 -1.668748 0.0 0.0 -0.2
C -0.210433 3.109281 -2.676962 0.0 0.1 0.0
S -1.159765 1.588310 -2.420240 0.2 0.0 0.0
C -2.861871 2.196004 -2.368807 -0.1 0.0 0.0
C -3.227391 3.279820 -1.359613 0.0 0.0 -0.1
S -2.966540 2.783683 0.358446 0.0 -0.1 0.0
C -1.977212 4.138478 1.015650 0.1 0.1 0.1
C -0.689420 4.476585 0.278431 -0.1 0.0 0.0
S 0.488446 3.110720 0.076136 0.2 0.1 0.1
H 1.389687 4.272515 -1.816459 0.0 0.0 0.0
H 1.698507 2.547338 -1.837386 -0.2 0.1 0.0
H 0.229090 3.085961 -3.674829 0.0 0.0 0.0
H -0.894133 3.956632 -2.654669 0.0 0.0 0.0
H -3.449363 1.296268 -2.174758 0.0 0.0 0.0
H -3.137358 2.536484 -3.369441 0.0 0.0 0.0
H -4.282082 3.523864 -1.499590 0.0 0.0 0.0
H -2.676946 4.199054 -1.555765 0.0 0.0 0.0
H -1.757757 3.827577 2.038825 0.0 0.0 0.0
H -2.575552 5.049495 1.085565 0.0 0.0 0.0
H -0.175765 5.270406 0.822115 0.0 0.0 0.0
H -0.908653 4.867696 -0.713722 0.0 0.0 0.0
C 2.348861 -2.536829 2.944490 0.0 0.0 0.0
N 1.998420 -2.839843 1.570881 0.1 0.1 -0.1
C 2.270757 -4.179286 1.081902 0.0 0.0 0.1
C 1.491763 -1.918633 0.766579 0.0 0.0 -0.1
O 1.257998 -0.747600 1.106385 0.2 0.3 0.1
H 3.426529 -2.638736 3.086578 0.0 0.0 0.0
H 1.834304 -3.229118 3.612270 0.0 0.0 0.0
H 2.048052 -1.518886 3.171150 0.0 0.0 0.0
H 3.344655 -4.343661 0.975381 0.0 0.0 0.0
H 1.788225 -4.318863 0.117188 0.0 0.0 0.0
H 1.862530 -4.910411 1.780640 0.0 0.0 0.0
H 1.272539 -2.268309 -0.246202 0.1 0.0 0.0
Cl -0.614766 -6.132384 2.173470 -0.1 0.0 0.0
C -0.964013 -4.518499 1.599916 0.0 0.0 0.1
C -1.104720 -4.284062 0.243571 0.0 0.0 0.0
C -1.346261 -2.991195 -0.200193 0.0 -0.1 0.0
C -1.445541 -1.913003 0.685073 0.0 0.1 0.0
C -1.576715 -0.531431 0.195306 0.2 0.2 -0.1
C -1.323972 -2.197992 2.049542 0.0 0.0 0.1
C -1.085730 -3.481385 2.510832 0.0 0.0 0.0
H -1.020401 -5.103801 -0.457838 0.0 0.0 0.0
H -1.434842 -2.809709 -1.265686 0.0 0.0 0.0
H -2.001189 0.146115 0.939232 -0.1 -0.1 0.1
H -2.175700 -0.463115 -0.713127 0.0 -0.1 0.0
H -1.396805 -1.386843 2.764921 0.0 0.0 0.0
H -0.991920 -3.681377 3.570381 0.0 0.0 0.0
F 2.780526 1.520910 -0.285720 0.2 -0.2 0.2
C 3.448610 0.620481 -1.044813 0.2 -0.2 0.1
F 4.314117 1.318235 -1.788157 0.0 0.0 0.0
F 4.156286 -0.153049 -0.203522 -0.1 0.1 0.0
C 2.518505 -0.250904 -1.935565 -0.2 -0.1 -0.3
O 3.088529 -0.933944 -2.758353 0.0 0.0 0.1
O 1.261716 -0.152871 -1.729436 0.1 0.1 0.0
```
Forces are in eV/Å.

The total charge is 0. Its expectation value of S² is 2.008. The spin multiplicity is 3.

Respective energy above the lowest of the compared OMol25 structures with the same formula, charge and spin values: 0.000 2.506 1.099 eV.